[1]
Molecular formula: C10H13Br2N3O
Method: DFT, ωB97M-V/def2-TZVPD

Results
**LUMO energy**: -0.077 eV
**Multiplicity**: 1
**Maximum force**: 0.035 Eh/bohr
**Net charge**: 0

Each line ends with the Löwdin charge.
Element x y z (Å)
C 3.55474 -1.33683 1.03883  -0.2695
C 3.05087 -0.53006 0.01649  -0.2131
C 1.63063 -0.60712 -0.23166  -0.2385
N 1.00638 -1.62702 -0.92580  0.1436
C -0.30019 -1.42918 -0.94285  -0.0443
N -0.57833 -0.30504 -0.28774  0.0194
C -1.88598 0.28085 -0.03102  -0.0604
C -2.82165 0.27320 -1.21390  -0.3953
C -3.89928 1.32675 -1.14986  -0.0255
N -2.68665 -0.54404 -2.16622  0.1556
C 0.63293 0.24555 0.16394  -0.1190
C 0.81442 1.50848 0.92253  -0.1090
C 1.53916 1.32323 2.23841  -0.8097
O 1.10296 0.71665 3.13808  0.0736
Br 3.24928 2.23836 2.45778  0.7040
H 3.12607 -1.25360 2.02412  0.0190
H 4.42892 -1.95920 0.90705  0.0126
H 3.68307 0.09907 -0.59124  0.0857
H 1.48217 -2.42275 -1.32305  0.1224
H -1.02868 -2.06575 -1.39767  0.1395
H -1.71742 1.31607 0.23232  0.1142
H -2.36504 -0.23701 0.79840  0.1536
H -3.40739 2.29774 -1.16573  0.0889
H -4.38616 1.24925 -0.17852  0.0894
H -4.60921 1.21452 -1.95705  0.0803
H -3.40368 -0.37877 -2.86708  0.0677
H -0.13036 1.97666 1.18973  0.1154
H 1.35014 2.24126 0.32607  0.1106
Br 2.56829 -3.61126 0.97567  -0.0116

---

[2]
Molecular formula: C10H13FO2S
Method: DFT, ωB97M-V/def2-TZVPD

Results
**LUMO energy**: 0.515 eV
**Structure (SMILES)**: O=S1(=O)CCCC1.Fc1ccccc1
**Energy relative to the best compared isomer or geometry (same formula, charge and spin)**: 25.2 kcal per mole
**Multiplicity**: 1
**Maximum force**: 0.178 Eh/bohr
**Net charge**: 0

Each line ends with the Löwdin charge.
Element x y z (Å)
F 1.45526 -1.93078 3.25733  0.1081
C 0.67526 -0.93078 3.45933  -0.3169
C 0.43226 0.05822 2.47933  0.0165
C -0.62174 0.98022 2.79133  -0.0852
C -1.46774 0.74822 3.82033  -0.0760
C -1.16574 -0.21778 4.86233  -0.0376
C -0.09574 -1.03978 4.64833  -0.0099
H 0.97426 0.08022 1.51033  0.0975
H -0.77774 1.85322 2.24033  0.0848
H -2.18474 1.36522 4.01733  0.0392
H -2.00274 -0.45878 5.36233  0.0669
H 0.04326 -1.90678 5.25733  0.1089
C -0.08574 -0.80878 -1.98967  -0.1338
C 0.39426 0.66222 -1.78267  -0.2566
C 1.19926 0.97822 -2.91767  -0.2933
S 0.49326 0.30622 -4.30267  0.5699
O 1.52026 -0.33378 -5.08567  -0.2922
O -0.31774 1.18222 -5.01667  -0.2601
C -0.38674 -0.85578 -3.57567  -0.2256
H -1.00174 -1.23078 -1.36867  0.1538
H 0.79326 -1.36178 -1.77267  0.0894
H 0.79626 0.89122 -0.62367  0.1690
H -0.50274 1.24322 -1.78867  0.1012
H 2.14126 0.75222 -3.04567  0.0556
H 1.30926 2.09822 -2.75567  0.1616
H -0.23474 -1.71978 -3.91267  0.0313
H -1.38174 -0.40378 -3.76767  0.1336

---

[3]
Molecular formula: C10H13N2
Method: DFT, ωB97M-V/def2-TZVPD

Results
**LUMO energy**: -4.479 eV
**Structure (SMILES)**: C=NC(=[NH2+])C/C=C1/C=CC=CC1
**Energy relative to the best compared isomer or geometry (same formula, charge and spin)**: 133.2 kcal per mole
**Multiplicity**: 1
**Maximum force**: 0.085 Eh/bohr
**Net charge**: +1

Each line ends with the Löwdin charge.
Element x y z (Å)
C -2.06447 -2.49469 -1.86398  -0.1004
C -2.17564 -2.85780 -0.51858  -0.0666
C -1.54724 -1.28893 -2.18328  -0.0361
C -1.78993 -2.09264 0.54327  -0.0176
C -1.14426 -0.29565 -1.07945  -0.1160
C -1.15341 -0.79618 0.31773  -0.2416
C 3.78312 0.41175 0.54385  0.1368
C 0.17121 1.07963 1.27144  -0.0449
C -0.56771 -0.13571 1.35184  -0.1085
C 1.75294 1.87528 0.63163  -0.2689
N 2.77853 1.20256 0.33713  0.0940
N 1.59524 3.14979 0.47527  0.1830
H -2.09803 -3.27827 -2.52295  0.0874
H -2.61486 -3.83868 -0.54436  0.1141
H -1.44193 -0.99915 -3.22275  0.1074
H -1.93831 -2.31308 1.69242  0.1573
H -0.10348 0.25514 -1.33520  0.1619
H 4.16174 0.57326 1.56200  0.1080
H 4.42963 0.05176 -0.22688  0.0905
H -0.31282 1.85710 0.78208  0.0548
H 0.42614 1.51004 2.27686  0.1235
H -0.55402 -0.49118 2.36699  0.1086
H 0.77931 3.51787 0.88371  0.1081
H 2.34990 3.67264 -0.05210  0.1831
H -1.99543 0.53263 -1.07242  0.1818

---

[4]
Molecular formula: C10H13N2OP
Method: DFT, ωB97M-V/def2-TZVPD

Results
**LUMO energy**: 0.508 eV
**Structure (SMILES)**: CP(C)(=O)c1c(N)ccc2cc[nH]c12
**Energy relative to the best compared isomer or geometry (same formula, charge and spin)**: 0.0 kcal per mole
**Multiplicity**: 1
**Maximum force**: 0.123 Eh/bohr
**Net charge**: 0

Each line ends with the Löwdin charge.
Element x y z (Å)
C 2.34595 2.14128 0.10636  -0.0030
C 1.11932 2.77774 0.41903  -0.0410
C 3.46556 -0.18307 -0.16785  -0.0664
C 2.92240 -1.40871 -0.26699  -0.1273
C 2.44511 0.76023 0.00409  -0.2272
C 1.23563 -0.00871 0.06385  -0.0810
C -0.12373 2.12981 0.42292  -0.3620
C -0.31009 0.82059 0.15422  -0.1032
C -1.64505 -1.28598 1.68401  -0.1733
C -1.53146 -1.45464 -1.25277  -0.2063
N 1.60907 -1.29156 0.04705  0.0316
N -1.22823 3.03603 0.45292  0.0963
O -3.12432 0.38648 0.09815  -0.3925
P -1.77787 -0.28899 0.08699  0.6067
H 3.23637 2.72902 0.14081  0.1029
H 1.03779 3.82518 0.42966  0.0857
H 4.53723 -0.01111 -0.51087  0.1328
H 3.17136 -2.43786 -0.49281  0.1202
H -1.42059 -2.35769 1.42531  0.0421
H -0.94787 -0.65135 2.28966  0.0531
H -2.58010 -1.50576 2.24119  0.0471
H -0.75112 -2.23081 -1.20895  0.0313
H -2.29520 -2.26290 -1.27960  0.0654
H -1.46506 -1.02153 -2.28128  0.0733
H 0.94624 -2.07976 -0.01190  0.1407
H -1.08424 3.90727 0.95232  0.0877
H -2.18274 2.77773 0.31909  0.0661

---

[5]
Molecular formula: C10H13N3
Method: DFT, ωB97M-V/def2-TZVPD

Results
**LUMO energy**: 0.450 eV
**Structure (SMILES)**: c1nncc2c1CC[C@H]1CC[C@H]2N1
**Energy relative to the best compared isomer or geometry (same formula, charge and spin)**: 218.2 kcal per mole
**Multiplicity**: 1
**Maximum force**: 0.140 Eh/bohr
**Net charge**: 0

Each line ends with the Löwdin charge.
Element x y z (Å)
C 2.14260 -0.66382 -0.70956  -0.1175
C 1.25119 -1.99123 -0.28537  -0.1031
C 0.18467 -1.41166 0.71464  -0.2506
C 1.28038 0.40990 -0.18740  -0.4819
C 1.17827 1.81811 -0.24644  -0.2491
C -0.14205 2.00653 0.15749  -0.1791
C -1.08659 0.78431 0.39376  -0.1547
C -2.37595 1.08920 0.02222  -0.0935
C -2.19944 -1.44852 0.02725  -0.0866
C -0.99691 -0.59698 0.26961  -0.1556
H 3.07504 -1.11391 -0.00358  0.1666
H 2.20010 -0.50332 -1.83648  0.1233
H 0.34746 -2.34176 -0.87978  0.0994
H 1.71394 -2.94218 0.18615  0.1293
H -0.24085 -1.98971 1.51476  0.1377
H 1.07616 0.49032 2.00017  0.1830
H 0.49711 0.39880 -1.12815  0.1910
H 1.93302 2.29727 0.56273  0.1721
H 1.31772 2.08868 -1.32472  0.1532
H 0.05506 2.22144 1.19600  0.1164
H -0.77979 2.69229 -0.50800  0.1454
H -2.63450 2.23096 -0.25422  0.1480
H -1.92227 -2.58673 -0.42860  0.1677
N 1.04690 -0.20660 1.14385  -0.0154
N -3.49131 0.27364 -0.16642  -0.0253
N -3.42997 -1.00504 -0.22989  -0.0208

---

[6]
Molecular formula: C10H13N3O2
Method: DFT, ωB97M-V/def2-TZVPD

Results
**LUMO energy**: 0.749 eV
**Structure (SMILES)**: c1ncc2[nH]ccc2n1.CCOC(C)=O
**Energy relative to the best compared isomer or geometry (same formula, charge and spin)**: 28.5 kcal per mole
**Multiplicity**: 1
**Maximum force**: 0.082 Eh/bohr
**Net charge**: 0

Each line ends with the Löwdin charge.
Element x y z (Å)
C -3.49478 -1.73474 0.19336  -0.0074
C -2.25401 1.46891 -0.77880  -0.0781
C -2.46904 -2.07368 -0.60128  -0.1316
C -4.02638 1.81976 0.58882  -0.2264
C -3.50551 -0.31550 0.19460  -0.2459
C -2.40412 0.11165 -0.65516  -0.1837
C 3.23805 1.18319 -0.26682  -0.0610
C 0.63576 -1.71986 1.27239  0.0362
C 1.74704 1.41253 -0.41560  -0.1722
C 0.95290 -0.68327 0.21650  -0.5590
N -3.05195 2.32798 -0.13076  0.0542
N -4.35532 0.52986 0.74084  0.1354
N -1.94078 -1.02745 -1.20498  0.0823
O 0.92944 -1.02178 -0.94164  0.0553
O 1.27344 0.53260 0.66041  -0.0127
H -4.09340 -2.47574 0.75798  0.1223
H -1.48892 2.03161 -1.37269  0.1216
H -2.09760 -3.01549 -0.82785  0.1123
H -4.58305 2.63317 0.93920  0.0851
H 3.59717 1.68710 0.60458  0.0719
H 3.60860 0.17791 -0.31734  0.0863
H 3.76123 1.78064 -0.98316  0.0693
H 0.35544 -2.71163 0.73448  0.1284
H 1.47255 -1.74197 1.89272  0.0641
H -0.22759 -1.43170 1.79662  0.0660
H 1.44818 1.12668 -1.34716  0.0656
H 1.23660 2.45000 -0.16292  0.1710
H -1.08974 -0.92638 -1.75034  0.1507

---

Q: What is the formula in the first record?
A: C10H13Br2N3O